No. 1
C31H58BClF9NO9S3 | ωB97M-V/def2-TZVPD

Results
Kohn-Sham gap, Ha: 0.284
Energy, eV: -123147.6930
Relative energy (zero: lowest compared OMol25 entry of this formula, charge and spin), eV: 17.046
Highest occupied orbital energy, eV: -8.54

The geometry in XYZ format:
```
113
Properties=species:S:1:pos:R:3:mulliken_charge:R:1
O -4.5756 -1.4784 0.4522 -0.76
H -2.7025 -3.7880 2.4774 0.21
H -4.5117 5.0307 -2.7252 0.39
S 8.0803 -0.0075 5.1736 0.42
H -1.1482 -6.5166 0.1168 0.32
C -1.5703 -5.4144 0.2821 -0.90
C 2.8283 -0.8440 3.2622 -0.23
H -2.1561 -2.2199 0.9970 -0.91
C -1.0132 2.8237 -4.6899 -0.89
C -1.4267 2.2293 2.7114 0.73
F -3.7552 2.9383 2.4291 -0.33
F -0.5045 3.2813 2.2290 -0.20
H 4.7378 -1.1351 -3.0379 0.27
N -5.1303 -0.0876 -1.5715 -0.50
H -0.0434 -3.8537 1.2462 -0.19
Cl -3.1068 0.5631 -4.0073 -0.13
H 2.9861 0.7430 5.0126 0.26
O -6.0002 5.2303 -5.1714 -0.64
C -7.3098 5.4330 -2.8480 -0.92
H 3.4502 -1.8195 3.0512 0.31
O -0.3394 -1.5468 -0.1849 -0.12
F -4.2772 2.4011 -0.1086 -0.32
H -4.2787 3.4601 -3.5353 -0.11
C 3.8542 -1.7617 -3.4867 -0.90
H -5.1466 -2.2163 0.0364 0.27
H -1.1059 -3.4263 3.4112 0.20
H -6.6951 6.3018 -2.6011 0.29
F -2.6385 3.9119 0.3633 -0.34
H 1.7832 -1.1161 3.7531 0.12
C -1.3921 -4.5653 -1.1477 0.13
C -0.7417 -4.7592 1.5356 0.23
O 6.8723 -0.1683 4.2996 -0.51
F -1.8822 2.7354 4.0663 -0.29
H -3.2581 -3.6127 -0.2519 0.16
H 0.3846 1.3825 0.7970 0.19
H 3.3904 -1.1534 -4.3805 0.22
H -7.5386 4.8654 -1.9428 0.32
H 4.3556 -2.7242 -3.9826 0.31
C 9.2077 -1.3728 4.7988 -0.95
S -6.4363 4.3695 -4.0235 0.50
S 3.0329 3.9469 -2.2749 0.52
C -0.3726 1.6450 -3.7539 0.47
O 2.4608 2.7960 -3.0477 -0.52
H 0.3755 1.0795 -4.5012 0.33
C -2.7578 1.9627 1.8016 0.38
H -1.4788 -0.5694 1.2204 -0.33
H -0.3178 3.7754 -4.7282 0.23
H -5.9287 0.2129 -0.9554 0.17
C -3.1175 -4.7883 4.5888 -0.57
H 0.3893 2.1048 -2.9573 -0.45
C 1.0549 -0.7258 -1.9350 -1.35
H -3.0990 -2.0062 -2.8543 0.72
F -0.6785 0.9693 3.0843 -0.20
H -3.4553 -4.1846 -2.0415 0.20
H 4.2817 0.8878 3.6020 0.27
C -2.7467 -3.5948 -1.2938 -0.61
H -8.2411 5.7673 -3.3105 0.34
O 2.1539 -1.5042 -1.2998 -0.11
H 3.3808 2.7519 -0.2324 -0.06
H -0.3908 -3.9602 -1.1799 -0.17
C 2.7605 -2.3034 -2.3887 0.65
H 4.4517 -0.4983 4.9392 0.17
C -1.6686 -4.2865 2.8041 -0.46
H 1.5957 0.2421 -2.3786 -0.03
O -1.9915 -5.3470 3.7709 -0.44
C 7.6324 -0.5783 6.8309 -0.95
F -2.6551 2.7991 -1.9891 -0.25
C 4.4144 4.6134 -3.2356 -1.11
H 0.6796 -1.4584 -2.7933 0.67
C -2.8068 2.3904 0.2842 0.43
H -1.0544 -0.4782 -3.5980 0.51
H 6.8963 0.1138 7.2482 0.30
F -3.4351 0.6652 2.1880 -0.22
C -1.5169 0.4988 -1.4558 1.89
H -2.0947 3.1640 -4.4387 0.12
C -1.7184 -1.3384 0.3727 0.02
C 0.8383 0.4764 0.2293 -0.75
F -0.6969 2.9296 -0.8478 -0.34
H 1.8329 0.8794 -0.2942 0.02
B -4.0349 -0.7815 -0.7723 1.30
H 5.1069 3.8112 -3.5013 0.30
C 2.5995 -0.0783 1.8153 -0.39
O 2.3960 -3.6048 -2.4934 -0.54
H -3.1578 -5.2682 5.6594 0.25
H 4.9314 5.3770 -2.6495 0.40
H -1.3796 -5.4061 -1.9909 0.44
C -2.3395 -2.1899 -1.9498 -0.67
H 4.7569 2.5365 -1.3447 0.32
H 9.5842 -1.2409 3.7821 0.31
H 4.5709 4.0637 -0.4265 0.48
H 4.0156 5.0649 -4.1466 0.36
H -0.0183 -5.6127 1.9513 0.46
C 4.0421 3.2578 -0.9407 -0.65
O 1.2566 -0.4519 1.3382 0.03
C -1.4264 0.5588 -3.1308 -0.25
C -4.9872 4.0801 -2.9797 -0.47
C -1.8949 1.9904 -0.9323 1.07
H 2.6066 1.0897 2.0148 0.30
H -2.6934 -5.5439 0.5967 0.31
H -5.2886 3.5550 -2.0703 0.16
C -0.1121 -0.2353 -0.8952 -0.13
H 8.5195 -0.5875 7.4684 0.40
H -1.2864 -2.3265 -2.4778 -0.14
H 8.6778 -2.3256 4.8687 0.30
C 3.6823 0.1330 4.2802 -0.83
H -5.4524 -0.6578 -2.3844 0.22
H -1.0480 2.3930 -5.8029 0.29
C -2.4452 -0.8293 -1.0200 -0.10
H 10.0456 -1.3570 5.4999 0.38
H -4.1362 -4.9818 4.0441 0.23
H 3.4703 -0.4081 1.1058 0.11
H -3.0115 -3.6077 4.7217 0.25
H 7.1965 -1.5792 6.7783 0.30
```


No. 2
C31H58HfN2O3SSbSi2 | ωB97M-V/def2-TZVPD

Results
Kohn-Sham gap, Ha: 0.278
Net charge: +1
Energy, eV: -76647.7262
Relative energy (zero: lowest compared OMol25 entry of this formula, charge and spin), eV: 1.919
Highest occupied orbital energy, eV: -11.05

The geometry in XYZ format:
```
99
Properties=species:S:1:pos:R:3:mulliken_charge:R:1
C 4.4913 -2.0959 -4.7465 -0.54
C 0.2278 2.9629 -0.9476 -0.26
C -3.9490 -0.1076 3.0270 -1.56
H -5.4774 -2.3338 2.5315 0.44
H -0.0324 -1.0469 -2.8960 -0.03
H -2.3786 3.1454 2.1600 0.23
H 0.5827 3.1653 2.7789 0.17
H 4.5524 -2.4216 -5.7734 0.42
C -0.7520 -0.3407 -3.3072 -1.51
H -4.7912 2.3727 1.7635 0.25
C 4.2512 -0.7415 -0.6820 -1.55
H -0.4613 -4.0534 -1.5791 0.60
H -0.2961 -2.3608 -1.1409 -0.85
C 1.5228 0.4370 4.5118 -1.07
O -1.4047 0.0386 -1.0282 1.50
C 4.3436 -1.2270 -2.1121 0.35
H 3.0232 -5.2759 -0.8364 0.41
H -4.9346 -2.6279 0.8754 0.33
Hf 0.9720 -0.1234 0.1166 -0.54
H 4.3939 1.7911 -1.0219 0.54
C -2.6900 -2.1487 2.3664 -1.33
C 4.2882 1.6658 3.7739 -1.25
H 0.5811 5.1274 -1.1802 0.55
H -1.5525 4.0534 0.8988 0.10
H 1.8734 3.5578 3.9365 0.47
C -3.4564 3.2229 0.2936 1.42
H -3.7146 1.0640 -2.3007 0.38
C -4.8443 3.0042 0.8832 -1.66
H -3.9495 5.0981 -0.6310 0.50
H -5.5007 2.5413 0.1518 0.31
H 4.8939 0.7753 3.8996 0.39
H 3.8285 -4.2495 0.3217 0.36
C -2.8090 -1.4517 -2.3422 -1.51
H 3.4054 -3.6231 -1.2641 0.21
H 0.5040 0.1413 4.2886 0.17
O -3.3763 -0.5412 0.7002 -0.35
H -4.2459 3.6980 -1.6634 0.34
H -2.9947 0.3615 3.2550 0.22
H -1.7598 -1.6118 2.5476 -0.01
Sb 2.4486 1.2033 2.7137 0.81
H -2.5241 -2.8948 1.5934 0.32
C 0.9736 4.1371 -1.0674 -1.33
C 1.3846 -2.0706 1.1542 -1.00
C -5.0872 -1.8659 1.6342 -1.81
H 2.2544 -0.9156 -2.4973 0.24
H -5.8136 -1.1476 1.2662 0.41
H 4.8709 2.4041 3.2370 0.40
C -2.7863 0.9963 -2.8552 -1.72
C -1.9513 -0.1849 -2.3640 1.26
H -5.2676 3.9608 1.1707 0.49
C -3.5664 4.1297 -0.9334 -1.67
C 3.3803 1.4458 -0.8117 0.00
H 2.3851 -1.7138 -4.8299 0.47
H -2.9534 4.7639 1.7044 0.60
H -2.2370 1.9229 -2.7241 0.23
H 1.0581 -5.4838 1.9685 0.35
H 6.4443 -1.6170 -2.0265 0.44
H -1.0874 -0.7273 -4.2670 0.58
N 1.0158 1.8886 -0.8141 1.00
S -0.7414 0.7263 1.7175 -0.40
H 0.3670 -6.0001 0.4443 0.34
H 4.0742 -1.5958 -0.0181 0.25
H 2.0807 -0.4186 4.8824 0.40
Si 1.3497 -3.7151 0.1837 0.06
C 5.5570 -1.6441 -2.6423 -0.77
H -4.6496 0.6544 2.7036 0.36
H 2.3335 -1.9964 1.7061 0.49
C 3.0671 -4.2609 -0.4516 -1.01
H -3.0117 0.8721 -3.9125 0.57
H -2.1975 -2.3460 -2.2677 0.30
H -2.9985 -2.6399 3.2853 0.61
Si -2.3011 0.5821 0.2910 -0.59
C -2.5241 3.8374 1.3342 -1.22
H -0.4913 -4.8565 1.4497 0.27
C 3.2771 -1.6860 -4.2216 -0.84
C 2.3043 3.7636 -1.0183 -1.43
C 2.3233 2.3649 -0.8571 -0.10
C -3.7700 -1.1575 1.9366 1.79
H -0.8384 2.8515 -0.9777 0.58
H 4.0433 2.0621 4.7525 0.37
C 1.6562 3.2004 2.9335 -1.11
H 1.5148 1.2115 5.2734 0.42
C 0.4955 -5.1481 1.1039 -1.10
H 3.1576 4.4114 -1.0666 0.54
H 5.1969 -0.2653 -0.3959 0.57
H 0.8766 -3.1457 -2.2308 0.41
H -2.5947 4.2672 -1.3968 0.26
C 3.2059 -1.2553 -2.9093 0.75
C 5.6274 -2.0827 -3.9542 -0.64
H 6.5721 -2.4071 -4.3630 0.41
H -3.4776 -1.4148 -1.4881 0.18
H -3.3991 -1.5159 -3.2512 0.45
H -4.3360 -0.5716 3.9283 0.56
H 0.6106 -2.1366 1.9376 0.63
O -2.9186 1.9845 -0.1760 0.68
C 0.2644 -3.2808 -1.3421 -0.15
N 3.1489 0.1896 -0.5383 0.67
H 2.1084 3.8672 2.2043 0.38
H -0.2683 0.6211 -3.4708 0.34
```


No. 3
C31H58N9O9Ti | ωB97M-V/def2-TZVPD

Results
Kohn-Sham gap (alpha / beta), Ha: 0.238 / 0.239
2S+1: 4
Energy, eV: -88036.9850
<S²>: 3.751
Highest occupied orbital energy (alpha / beta), eV: -7.98 / -7.98

The geometry in XYZ format:
```
108
Properties=species:S:1:pos:R:3:mulliken_charge:R:1
C 6.1332 -1.6618 -2.1813 -0.58
H 4.3539 6.7463 1.6124 0.24
H -4.0585 -3.3230 2.6169 0.30
O -3.0997 -4.2094 4.9143 -0.63
N -0.5556 -2.4463 -5.1453 -0.06
C 2.3311 6.3030 1.8093 -0.93
H 2.0410 3.5434 5.5350 0.40
H -5.1958 -3.4652 -2.2895 0.41
H 0.9653 2.1756 -4.0578 0.32
H 2.0754 0.7813 -5.5429 0.17
H -7.6612 -3.9008 -3.1295 0.37
C 1.9630 0.4157 4.4728 -0.55
C -1.3981 -1.2746 -5.1751 -1.03
C 4.0703 0.8546 -6.9752 -1.12
H 2.6460 2.2663 -3.4082 0.29
H -5.6491 3.5903 4.5468 0.24
H -2.7886 -2.2707 6.9565 0.30
O -1.6800 0.4852 -0.5981 -0.80
N -4.8182 3.6171 3.9732 -0.11
C 1.2225 -5.3377 0.2128 -0.91
N 0.3158 -6.8813 -1.3776 -0.19
H -5.0025 -0.9610 -1.8706 0.18
H -4.2803 1.6478 4.5888 0.36
H 1.4414 2.2285 3.4461 0.23
C -3.0394 -3.0346 2.8744 -0.73
H -2.4305 -1.5921 -5.0289 0.40
H 7.4931 -1.9634 -0.4811 0.36
C -4.0817 2.3760 3.8024 -0.87
O 0.4899 -2.1916 -7.2188 -0.66
H -1.6213 -1.5481 4.3715 0.22
H -7.1586 0.3348 -2.5302 0.36
C -1.8899 -2.0855 6.3680 -0.91
H 1.8439 -0.2298 3.6152 0.53
N 4.3694 -1.4678 -0.8578 0.11
H 0.7183 -4.5619 0.7891 0.22
N -2.1328 -2.1822 4.9685 -0.14
C 2.4323 0.2674 5.7788 -0.45
H -5.5733 5.8678 5.0622 0.36
C 0.3202 -5.6217 -0.9709 0.70
H -2.9119 -1.9623 2.7263 0.20
H 2.4160 5.3430 1.3001 0.36
C 6.5103 -1.7015 -0.8445 -0.49
O -3.4211 5.0372 2.9037 -0.70
H -5.2571 6.8525 3.5714 0.31
C -4.4756 4.8038 3.5395 0.75
H -2.2506 -3.5149 2.2954 0.14
H 1.5977 6.1447 2.6000 0.29
H -1.1045 -6.7234 -2.8922 0.30
H 3.4749 0.9903 -7.8781 0.30
N 1.6513 1.7965 4.3346 0.05
H -8.9267 -1.5145 -3.3448 0.37
H -0.4891 -2.9634 -4.2803 0.13
H 2.7784 1.6734 7.3965 0.38
C 4.7920 -1.4125 -2.1809 -0.32
C -5.4991 5.8692 3.9747 -1.25
H 0.7220 -7.5436 -0.7322 0.22
H 1.9836 3.5361 -4.5006 0.25
C 5.4151 -1.6002 0.0050 -0.47
H -1.1216 -2.7733 6.7211 0.28
H 5.3056 -1.7350 1.0710 0.38
H 2.0368 -3.9638 -5.5989 0.26
H 2.7837 -0.6430 6.2416 0.39
C -7.0533 -0.7400 -2.5235 -0.49
H -0.5207 -0.9677 -0.4727 0.20
H 1.8388 6.9554 1.0881 0.29
C -5.9925 -2.7565 -2.4607 -0.43
H -1.5302 -0.9747 -6.2147 0.36
H 5.5395 7.2146 4.3500 0.23
H -6.5100 5.5950 3.6729 0.37
H 3.9639 -1.3612 -2.8723 0.48
H -0.8680 -8.4028 -2.1708 0.30
H -1.1707 -0.4369 -4.5158 0.27
H 0.2142 -7.6617 -3.3696 0.27
O -0.0578 1.6906 0.1141 -0.76
C 2.3765 1.5134 6.4069 -0.37
C -2.7706 -3.1808 4.3741 0.64
N -5.8498 -1.4125 -2.1843 0.04
C -7.9464 -1.6881 -2.9261 -0.46
O 2.8538 8.0389 4.0270 -0.64
C 0.3284 -2.8241 -6.1473 0.71
H 5.8576 7.9931 2.7206 0.35
C -7.3174 -2.9096 -2.8732 -0.35
C 5.2396 7.9646 3.6181 -0.94
Ti -2.5549 3.9617 0.0101 0.87
H -4.2037 1.9255 2.8173 0.24
O 0.2299 -0.4595 -0.1565 -0.30
C 1.9887 2.4647 5.5238 -0.60
C 3.7463 1.9090 -5.8766 0.73
O 4.3712 2.9614 -5.6365 -0.65
C -0.4844 0.6233 -0.2217 0.73
C 1.9946 2.4737 -4.2572 -0.86
C -0.4128 -7.4685 -2.4991 -0.83
H 0.9832 -4.8555 -6.7547 0.29
H -3.0263 2.6256 3.9113 0.31
N 2.5352 1.6357 -5.2623 -0.08
H 0.6647 -4.6086 -4.9563 0.09
H 3.4106 -1.3117 -0.5814 0.17
H 5.2789 8.9663 4.0461 0.29
H 2.1829 -4.9806 -0.1590 0.22
H 6.6973 -1.7579 -3.0972 0.38
H 5.1067 0.9895 -7.2846 0.33
O -0.3341 -4.7086 -1.4559 -0.68
H 1.3251 -6.2698 0.7684 0.37
C 3.7940 7.5903 3.3514 0.63
H 3.9551 -0.1947 -6.7038 0.33
C 1.0116 -4.1826 -5.8977 -0.74
N 3.5964 6.7866 2.2793 -0.16
H -1.6021 -1.0497 6.5479 0.34
```


No. 4
C31H59AsBr2NSbSeSi2Sn | ωB97M-V/def2-TZVPD

Results
Kohn-Sham gap, Ha: 0.233
Net charge: +2
Energy, eV: -328976.9331
Relative energy (zero: lowest compared OMol25 entry of this formula, charge and spin), eV: 0.189
Highest occupied orbital energy, eV: -12.92

The geometry in XYZ format:
```
99
Properties=species:S:1:pos:R:3:mulliken_charge:R:1
H 2.6240 -1.4719 -6.0069 0.45
C 2.7458 -1.3707 4.3065 -0.38
C 2.4043 -1.5689 -4.9442 -1.21
H -1.2352 4.8798 -2.0521 0.21
H 3.3413 -1.6204 -4.3904 0.35
C -1.4409 4.0827 2.2261 -1.41
N -1.3232 -0.3175 1.9008 1.13
C 2.1780 -3.4259 1.3145 -0.55
C 1.4729 -1.4874 6.3453 -0.56
C 2.3618 1.3537 -5.2671 -1.22
C 0.9527 0.1983 4.7128 -0.12
H 1.9175 3.4946 1.4573 0.19
C -0.2442 3.2584 1.7646 2.41
H 2.6574 -4.2094 1.9070 0.47
H -0.8005 0.6321 -5.5388 0.35
H -3.2011 4.0827 -0.5099 0.25
Se 2.4033 0.6038 2.2553 -0.31
H 2.4227 -3.6175 0.2685 0.38
H 3.5504 -1.7328 3.6808 0.44
Sn 0.5645 -0.1618 0.7284 -1.25
H -1.6794 4.8906 1.5344 0.27
Sb -0.4365 2.3456 -0.2031 0.90
H -2.3653 3.1842 -2.7895 0.38
H -2.3375 3.4814 2.3645 0.29
H -3.1407 -3.8392 -0.8723 0.36
H -1.8093 -4.9869 -1.0696 0.38
C 1.0518 4.0664 1.7965 -1.49
As 1.3457 -0.0390 -4.3368 0.44
Br 3.6882 2.2239 -0.6959 -0.02
C -0.3332 -5.1480 1.1346 -1.15
H 1.5273 4.0949 -3.3275 0.48
H 0.0579 -2.1410 3.7307 -0.30
H 0.3882 -3.5834 -3.1005 0.44
H 3.1095 -2.7892 5.8683 0.46
H -1.1706 -3.4008 3.5549 0.40
H 2.6308 1.0105 -6.2652 0.44
H -1.4214 -5.2051 1.1666 0.35
C -0.5106 -2.0837 0.5210 2.23
C -0.1185 -3.1595 3.3824 -0.45
C -0.3229 5.0470 -1.4792 -1.42
H -0.9505 -0.3234 -2.1247 -0.73
H 1.4659 4.0103 -0.8727 0.42
H -1.2002 4.5431 3.1872 0.48
Br 3.3584 -0.9319 -1.0974 0.08
H -2.6968 1.0554 -0.6111 -0.21
H -3.5957 2.9037 0.7499 0.31
C -2.1967 -4.0201 -1.3837 -1.04
H 2.6314 -2.4751 1.5992 -0.09
H -0.6000 5.4057 -0.4876 0.28
H -4.4383 2.8664 -0.7916 0.49
H 1.2511 4.3694 2.8265 0.45
C -3.7659 -1.4355 2.4064 -0.94
H 0.0038 -5.4866 0.1538 0.33
H -1.8454 1.2379 3.1639 0.51
H -2.5997 -0.8743 -1.7226 0.36
H -3.4356 1.7912 -2.8200 0.51
C -2.8778 -2.0842 1.5696 -0.77
Si -0.9306 -2.6511 -1.2755 -0.42
C -2.1805 0.3084 2.7224 -0.57
H -0.6578 -1.1306 -5.4637 0.33
H 0.9754 4.9767 1.2019 0.39
C -3.4679 3.0419 -0.3210 -1.35
H 1.8543 -2.4947 -4.7812 0.35
C -2.4706 2.1511 -2.4567 -1.55
H -2.4384 -4.1016 -2.4486 0.46
H 1.0488 -4.1162 -1.5637 0.35
H -1.6966 1.5528 -2.9363 0.21
H 0.2823 -0.2187 -6.6560 0.47
C 0.9475 3.3123 -2.8318 -1.16
H 0.0766 3.1065 -3.4541 0.35
H 0.4700 -3.8278 4.0156 0.53
H -3.1217 -3.0407 1.1343 0.50
C -0.1087 -0.2050 -5.6390 -1.24
H 0.2255 5.8520 -1.9736 0.55
C -1.6414 -1.1683 -2.1589 -0.03
H -1.8172 -1.3854 -3.2147 0.56
H 1.7649 2.2611 -5.3556 0.35
H 0.0479 -5.8604 1.8721 0.48
C 4.5379 0.5016 -0.5755 -0.66
C -1.6357 -1.5030 1.3222 -1.41
H 0.3847 1.0686 4.4075 0.41
C -2.4627 2.0710 -0.9310 1.26
H 1.4058 -2.4886 -2.1785 -0.19
C -3.4176 -0.2212 2.9985 -1.20
H -0.1124 2.3957 2.4223 -1.53
C 2.4966 -1.9610 5.5379 -0.77
H 5.3817 0.4929 -1.2531 0.53
H -4.0909 0.2932 3.6686 0.57
H 3.2707 1.5919 -4.7140 0.35
C 0.7028 -0.4062 5.9350 -0.66
Si 0.3386 -3.4726 1.6023 0.38
H 4.8284 0.3376 0.4538 0.44
H -4.7309 -1.8799 2.6132 0.52
H -0.0787 -0.0223 6.5773 0.46
C 1.9637 -0.2980 3.8962 0.44
H 1.5622 2.4157 -2.7863 -0.07
C 0.5631 3.8024 -1.4474 0.58
C 0.6332 -3.2531 -2.0875 -0.47
H 1.2847 -1.9501 7.3047 0.43
```


Which of these has the highest energy? C31H58HfN2O3SSbSi2